Record 1
Computed, not measured: C50H100F30N10O25S10 as an isolated structure at a distorted geometry, with wB97M-V/def2-TZVPD.

## Properties
**E**: -309423.790 eV
**Spin multiplicity**: 1
**Net charge**: 0
**Lowest unoccupied orbital energy**: -0.596 eV
**Molecular weight**: 2132.0 g mol⁻¹
**Largest force on an atom**: 4.25 eV/Å
**Highest occupied orbital energy**: -9.642 eV
**Relative energy (zero: lowest compared OMol25 entry of this formula, charge and spin)**: 1.173 eV

Geometry as XYZ:
```
225
C50H100F30N10O25S10 | OMol25 | wB97M-V/def2-TZVPD
C -18.8835 -24.8198 -27.7137
C -19.8285 -23.8291 -26.9277
N -19.3820 -23.3697 -25.6040
C -18.1731 -22.5494 -25.8088
C -20.4430 -22.4442 -24.9442
C -21.8438 -22.9131 -24.7343
C -19.0480 -24.5511 -24.7789
C -19.0417 -24.3691 -23.2682
O -18.0541 -23.5981 -22.6264
C -16.7956 -24.2480 -22.6572
H -19.2155 -24.8564 -28.7603
H -19.0667 -25.8246 -27.3057
H -17.7909 -24.5502 -27.6716
H -20.8158 -24.2982 -26.8469
H -19.9543 -22.9007 -27.5102
H -17.8510 -22.3339 -24.8108
H -18.4840 -21.6055 -26.2893
H -17.4214 -23.0111 -26.4159
H -20.6476 -21.5967 -25.6182
H -20.0266 -22.1283 -24.0257
H -21.9967 -23.8571 -24.1938
H -22.4370 -22.9449 -25.6410
H -22.3872 -22.1769 -24.1601
H -18.1401 -25.0147 -25.2757
H -19.8997 -25.2101 -25.0411
H -18.9893 -25.4061 -22.8349
H -19.9827 -23.9194 -23.0005
H -16.1805 -23.6383 -22.0630
H -16.4587 -24.3400 -23.6852
H -16.9753 -25.2725 -22.3034
C -14.9519 -15.8617 -29.8606
C -14.3842 -16.1084 -28.4530
N -13.3973 -17.2738 -28.3453
C -12.1421 -16.8457 -29.0525
C -13.0754 -17.3346 -26.8594
C -14.1403 -17.6511 -25.8950
C -13.8168 -18.6064 -28.8009
C -12.6651 -19.6352 -29.0376
O -11.9019 -19.4028 -30.1461
C -11.5328 -20.5431 -30.9447
H -14.9832 -14.7663 -29.9621
H -16.0031 -16.1007 -30.0119
H -14.3997 -16.2876 -30.7018
H -15.2059 -16.3502 -27.7906
H -13.8178 -15.2955 -28.0076
H -12.3769 -16.9882 -30.0815
H -11.3371 -17.5502 -28.8042
H -11.8891 -15.8006 -28.7551
H -12.7955 -16.2586 -26.7093
H -12.1207 -17.9076 -26.7232
H -14.5529 -18.6481 -25.9560
H -14.9398 -16.9186 -25.9218
H -13.6699 -17.5999 -24.9194
H -14.5655 -18.5068 -29.6354
H -14.4220 -18.9476 -27.9587
H -13.1624 -20.6228 -29.0429
H -12.1071 -19.5082 -28.1442
H -10.6823 -21.1025 -30.4677
H -11.1916 -20.1332 -31.8553
H -12.3994 -21.1736 -31.1851
C -9.8952 -11.5804 -19.1368
C -9.2929 -12.5514 -20.0843
N -10.0487 -13.8376 -20.3210
C -11.3542 -13.5493 -21.1563
C -9.0806 -14.7686 -21.0388
C -8.5259 -14.4014 -22.4063
C -10.5356 -14.3664 -18.9439
C -10.6815 -15.8320 -18.8481
O -11.3749 -16.3672 -19.9677
C -11.6384 -17.7529 -19.8331
H -9.3175 -10.6081 -19.1477
H -9.7025 -11.9874 -18.1696
H -10.9128 -11.5193 -19.3257
H -8.2842 -12.8383 -19.7266
H -9.0812 -12.1258 -21.0637
H -11.0889 -12.8862 -21.9616
H -12.0737 -13.2206 -20.4589
H -11.5760 -14.5370 -21.5513
H -9.6296 -15.6971 -21.0691
H -8.2534 -14.8983 -20.3383
H -7.8438 -13.5014 -22.3584
H -9.3618 -14.1855 -23.0766
H -8.0023 -15.3087 -22.7687
H -11.4738 -13.9216 -18.7409
H -9.7581 -14.0197 -18.1942
H -11.2078 -16.0571 -17.8957
H -9.7016 -16.3854 -18.7713
H -12.1790 -17.9676 -18.9339
H -10.5891 -18.1942 -19.8163
H -12.2479 -18.1564 -20.6214
C -12.7243 -19.9578 -16.6927
C -14.1504 -20.2570 -16.2731
N -14.6761 -21.6456 -16.5548
C -14.0436 -22.5895 -15.6156
C -16.1718 -21.5552 -16.3328
C -16.6241 -21.2047 -14.8831
C -14.3092 -22.1630 -17.9310
C -14.9055 -21.4195 -19.1079
O -16.2488 -21.8533 -19.1735
C -17.0183 -21.4291 -20.3023
H -12.0373 -20.6991 -16.2662
H -12.4111 -19.0964 -16.2718
H -12.5655 -20.0046 -17.8019
H -14.9009 -19.5820 -16.7316
H -14.2310 -20.2546 -15.2184
H -12.9753 -22.6529 -15.7589
H -14.4746 -23.5388 -15.8228
H -14.2512 -22.2784 -14.5900
H -16.6197 -22.4990 -16.7382
H -16.4679 -20.7729 -16.9859
H -17.6715 -21.1141 -14.8856
H -16.2998 -20.2200 -14.5271
H -16.3543 -21.8585 -14.0618
H -14.5545 -23.2143 -17.8988
H -13.2325 -22.1392 -17.8808
H -14.3124 -21.8815 -19.8834
H -14.8756 -20.3314 -19.0995
H -18.0234 -21.8416 -20.3360
H -16.4672 -21.7466 -21.2271
H -17.1221 -20.3353 -20.3846
C -9.5563 -23.4750 -26.0189
C -9.6596 -22.9246 -24.6397
N -11.0490 -22.4961 -24.1732
C -11.7091 -21.6482 -25.2027
C -11.8086 -23.8029 -23.8582
C -13.2898 -23.6944 -23.5832
C -10.7772 -21.7765 -22.8136
C -11.6490 -20.5708 -22.6131
O -13.0130 -20.9536 -22.5525
C -13.8105 -19.8235 -22.1734
H -9.8396 -22.7089 -26.7767
H -10.1222 -24.3697 -26.2602
H -8.5213 -23.6909 -26.2310
H -9.1497 -21.9665 -24.6721
H -9.1727 -23.5010 -23.8698
H -11.9966 -22.3350 -25.9741
H -10.9411 -20.9502 -25.6212
H -12.5369 -21.1373 -24.7043
H -11.1141 -24.2866 -23.2162
H -11.7019 -24.4469 -24.7621
H -13.7939 -23.0689 -24.3554
H -13.5807 -23.2862 -22.6307
H -13.8542 -24.6592 -23.7166
H -9.7189 -21.5526 -22.8299
H -10.9868 -22.5493 -22.0578
H -11.4602 -19.7302 -23.3319
H -11.4317 -20.1651 -21.6117
H -13.5496 -19.4912 -21.1472
H -14.9130 -19.9617 -22.2899
H -13.4975 -18.9619 -22.8650
C -13.3729 -11.6111 -24.7163
F -12.3122 -10.8418 -24.9410
F -13.2400 -12.2503 -23.5154
F -14.4485 -10.8520 -24.7453
S -13.5956 -12.9042 -26.0429
O -14.7430 -13.6372 -25.5231
O -13.7224 -12.2107 -27.2752
N -12.3458 -13.9303 -26.0746
S -11.0635 -13.3432 -26.9357
O -11.2104 -13.6235 -28.3517
O -10.5615 -12.0921 -26.3737
C -9.6686 -14.5167 -26.4130
F -8.5454 -13.8669 -26.4785
F -9.7630 -15.0149 -25.1240
F -9.4372 -15.5622 -27.1930
C -9.0864 -23.5825 -18.7774
F -9.0686 -24.8753 -18.4083
F -8.3506 -23.0382 -17.8147
F -8.5070 -23.5020 -19.9575
S -10.8461 -22.9504 -18.8202
O -11.1760 -22.7245 -17.3834
O -10.8553 -21.8901 -19.7926
N -11.6694 -24.2159 -19.3705
S -12.2802 -25.3888 -18.5274
O -11.3743 -26.4146 -18.1355
O -13.1150 -24.9080 -17.4792
C -13.2701 -26.0011 -19.9672
F -14.0031 -26.9931 -19.4927
F -14.0483 -24.9567 -20.4534
F -12.4482 -26.3584 -20.8987
C -16.1147 -13.3235 -19.4724
F -16.6688 -13.1511 -18.3105
F -16.9883 -13.9209 -20.2870
F -15.7731 -12.0974 -19.9356
S -14.5235 -14.3603 -19.4930
O -14.3518 -14.5261 -20.9074
O -13.5494 -13.5537 -18.7304
N -14.8267 -15.6377 -18.6655
S -15.5432 -16.9719 -19.2453
O -16.1513 -16.7925 -20.5068
O -14.7519 -18.1401 -18.9593
C -16.8466 -17.2345 -17.9101
F -17.6550 -16.2294 -17.7404
F -17.6630 -18.2485 -18.2673
F -16.2280 -17.4901 -16.7554
C -15.4750 -28.2249 -26.3319
F -16.0001 -28.1199 -27.5574
F -16.1800 -29.0671 -25.5729
F -14.2062 -28.5626 -26.3638
S -15.7596 -26.5699 -25.5803
O -17.1581 -26.7694 -25.2972
O -14.7729 -26.3659 -24.5278
N -15.6237 -25.5500 -26.9256
S -14.6542 -24.3666 -27.0522
O -15.3120 -23.2034 -26.5432
O -13.2303 -24.5017 -26.8115
C -14.6679 -24.1955 -28.9067
F -15.8090 -23.9323 -29.5473
F -13.7713 -23.2755 -29.1829
F -14.2511 -25.3221 -29.4677
C -7.7471 -19.2153 -22.3734
F -7.6021 -19.5803 -21.0845
F -9.0955 -18.9996 -22.5185
F -7.1664 -18.0684 -22.5188
S -6.9614 -20.5029 -23.4970
O -5.5544 -20.1940 -23.5368
O -7.2507 -21.7295 -22.8274
N -7.8120 -20.3625 -24.8320
S -7.2779 -19.6179 -26.1444
O -6.5985 -18.4023 -25.8747
O -6.7697 -20.4318 -27.2120
C -8.9198 -19.0525 -26.8876
F -8.8362 -18.2452 -27.9424
F -9.5588 -20.1391 -27.4863
F -9.7934 -18.5204 -26.0338
```

=====

Record 2
Computed, not measured: C6H17N3 as an isolated structure, with wB97M-V/def2-TZVPD.

## Properties
**E**: -10961.753 eV
**Spin multiplicity**: 1
**Net charge**: 0
**Lowest unoccupied orbital energy**: 1.004 eV
**Molecular weight**: 131.2 g mol⁻¹
**Largest force on an atom**: 0.50 eV/Å
**Highest occupied orbital energy**: -7.810 eV
**Relative energy (zero: lowest compared OMol25 entry of this formula, charge and spin)**: 6.454 eV

Geometry as XYZ:
```
26
C6H17N3 | OMol25 | wB97M-V/def2-TZVPD
C -3.2009 -0.3473 -0.2616
C -3.5705 1.1073 -0.4692
C -0.8829 -0.6070 -0.1775
H -3.2870 -0.6766 0.7682
H -3.7392 -1.0377 -0.9135
H -3.3832 1.4238 -1.4976
H -2.9929 1.7570 0.1908
H -4.6306 1.2744 -0.2573
H -0.9920 -1.5357 0.3987
H -2.0810 -0.4851 -0.7487
H -0.8742 0.2051 0.5593
C 1.8438 1.3774 -0.7589
N 1.5163 -0.8384 0.2546
C 2.0071 0.4831 0.4407
N 1.7818 -1.4644 -1.0017
N 1.7455 -1.6974 1.3537
C 2.4936 0.9206 1.6070
H 1.0133 -1.2196 -1.6191
H 2.6697 -1.1561 -1.3894
H 2.6990 -2.0611 1.3056
H 1.1180 -2.4836 1.2340
H 0.8334 1.2815 -1.1622
H 2.0206 2.4137 -0.4760
H 2.5421 1.1281 -1.5619
H 2.7821 1.9575 1.7101
H 2.5680 0.2805 2.4718
```

=====

Record 3
Computed, not measured: a single C22H34N2O4SSi molecule at a distorted geometry, with wB97M-V/def2-TZVPD.

## Properties
**E**: -53234.016 eV
**Spin multiplicity**: 1
**Net charge**: 0
**Lowest unoccupied orbital energy**: -1.700 eV
**Molecular weight**: 450.7 g mol⁻¹
**SMILES string**: CCC1=C(CCO[Si](C)(C)C)C(=O)C=C(CCCCCCCSc2nnco2)C1=O
**Largest force on an atom**: 8.20 eV/Å
**Highest occupied orbital energy**: -8.874 eV

Geometry as XYZ:
```
64
C22H34N2O4SSi | OMol25 | wB97M-V/def2-TZVPD
C 2.2984 -2.7422 2.2544
C 2.8478 -2.9749 0.7240
C 2.6143 -1.7000 -0.2834
C 1.6466 -1.8379 -1.4409
C 0.7526 -3.1753 -1.7578
C -0.6543 -3.1090 -0.8796
O -1.5495 -1.9902 -1.3158
Si -3.1844 -2.2450 -0.6819
C -4.1166 -3.7149 -1.5922
C -3.1147 -2.5912 1.2459
C -4.3414 -0.6926 -0.8928
C 1.4727 -0.5503 -2.4452
O 0.8449 -0.7686 -3.6170
C 2.0515 0.9542 -2.1303
C 3.0067 1.1220 -0.9736
C 3.6681 2.5799 -0.6219
C 2.7400 3.5641 0.3021
C 2.0368 2.8504 1.5984
C 0.5687 3.6256 1.8028
C -0.3592 2.9596 2.9793
C -0.6280 1.3569 2.7687
C -0.8805 0.9337 1.1827
S -2.3099 1.8684 0.4009
C -1.8447 2.5126 -1.3141
N -2.6210 2.3788 -2.6277
N -1.9142 3.0172 -3.6546
C -0.6153 3.6265 -3.1551
O -0.6333 3.2872 -1.7018
C 3.3827 -0.2558 -0.1097
O 4.4258 -0.1136 0.7546
H 1.1297 -2.6254 2.3061
H 2.8842 -1.8714 2.8085
H 2.5637 -3.7314 2.8594
H 2.4136 -3.9949 0.3350
H 4.0263 -3.1373 0.8102
H 0.4061 -3.2469 -2.8950
H 1.2939 -4.1956 -1.5273
H -0.4807 -3.0403 0.2792
H -1.2693 -4.1005 -1.1250
H -5.0831 -3.9520 -0.9357
H -3.4457 -4.6736 -1.6921
H -4.5124 -3.2940 -2.6137
H -3.9384 -1.9807 1.8345
H -2.0711 -2.1831 1.6226
H -3.1982 -3.7383 1.4924
H -3.9363 0.0059 -1.7418
H -5.4278 -1.0880 -1.1898
H -4.4802 -0.1278 0.1295
H 1.7291 1.8337 -2.8409
H 4.7186 2.4169 -0.1307
H 3.8094 3.1409 -1.6662
H 1.9362 4.1575 -0.3472
H 3.4734 4.3981 0.7401
H 2.6695 3.1413 2.5677
H 1.9335 1.6868 1.5368
H 0.8200 4.7363 2.1569
H -0.0273 3.7289 0.7983
H 0.0605 3.1796 4.0561
H -1.4229 3.4994 2.9306
H 0.2725 0.7266 3.1990
H -1.5908 1.0677 3.3967
H 0.0906 1.0837 0.5386
H -1.1692 -0.2189 1.1906
H 0.2318 4.2213 -3.7019
```

=====

Record 4
Computed, not measured: a 2-piece molecular cluster, C5H6N2O overall at a distorted geometry, with wB97M-V/def2-TZVPD.

## Properties
**E**: -10303.333 eV
**Spin multiplicity**: 1
**Net charge**: 0
**Lowest unoccupied orbital energy (spin up / spin down)**: -1.133 / -0.876 eV
**Molecular weight**: 110.1 g mol⁻¹
**Largest force on an atom**: 3.89 eV/Å
**Highest occupied orbital energy (spin up / spin down)**: -10.070 / -9.374 eV
**Relative energy (zero: lowest compared OMol25 entry of this formula, charge and spin)**: 6.270 eV

Geometry as XYZ:
```
14
C5H6N2O | OMol25 | wB97M-V/def2-TZVPD
C -0.2169 -0.6526 -2.1780
C 0.7785 1.5367 -1.1702
C 0.5285 0.1115 -1.2334
C -0.6519 -0.9199 1.4065
C -0.3046 0.6754 1.2353
N -0.9333 -1.3107 -2.8284
N 0.0301 0.8776 -0.1657
O 1.1176 2.6005 -1.5151
H 2.0401 -1.3036 -1.1441
H 0.3767 -1.2757 1.3723
H -1.0080 -1.1042 2.3610
H -1.3946 -1.4040 0.6732
H -1.0569 1.3589 1.4658
H 0.6946 0.8099 1.7207
```

=====

Record 5
Computed, not measured: a 2-piece molecular cluster, C4H8O overall at a distorted geometry, with wB97M-V/def2-TZVPD.

## Properties
**E**: -6322.466 eV
**Spin multiplicity**: 1
**Net charge**: 0
**Lowest unoccupied orbital energy**: 1.053 eV
**Molecular weight**: 72.1 g mol⁻¹
**SMILES string**: C=C1CO1.C
**Largest force on an atom**: 2.96 eV/Å
**Highest occupied orbital energy**: -9.228 eV
**Relative energy (zero: lowest compared OMol25 entry of this formula, charge and spin)**: 2.702 eV

Geometry as XYZ:
```
13
C4H8O | OMol25 | wB97M-V/def2-TZVPD
C -2.0012 -0.2931 -0.1558
C -1.0161 0.6042 -0.1607
C 1.7457 -1.1741 -0.0567
C -0.2323 1.6282 0.4209
O -0.2476 1.3037 -1.0061
H -2.5754 -0.4417 0.7441
H -2.2995 -0.7962 -1.0678
H 0.7597 -1.3354 0.5605
H 2.6237 -0.7583 0.3866
H 1.4979 -0.6286 -0.9392
H 1.9011 -2.1865 -0.3638
H -0.6818 2.5782 0.6552
H 0.6809 1.3954 0.9476
```

=====

Record 6
Computed, not measured: C5H8O as an isolated structure, with wB97M-V/def2-TZVPD.

## Properties
**E**: -7359.006 eV
**Spin multiplicity**: 1
**Net charge**: 0
**Lowest unoccupied orbital energy**: 1.140 eV
**Molecular weight**: 84.1 g mol⁻¹
**Largest force on an atom**: 0.36 eV/Å
**Highest occupied orbital energy**: -9.036 eV
**Relative energy (zero: lowest compared OMol25 entry of this formula, charge and spin)**: 3.249 eV

Geometry as XYZ:
```
14
C5H8O | OMol25 | wB97M-V/def2-TZVPD
C -1.6238 0.2871 0.1950
C -2.8391 -0.2417 0.2740
C 1.7750 0.6446 -0.6892
C 1.4962 -0.8282 -0.5339
O 1.6056 -0.6476 0.9159
C 1.8530 0.6820 0.6427
H -1.3045 0.8648 -0.6702
H -0.8863 0.1532 0.9834
H -3.1550 -0.8157 1.1419
H -3.5705 -0.1199 -0.5213
H 0.4929 -1.1806 -0.7914
H 2.2633 -1.5239 -0.8848
H 2.0297 1.3873 1.4478
H 1.8634 1.3386 -1.5099
```

=====

Q: Look up the largest force on an atom of the second one.
A: 0.50 eV/Å

=====

Q: Which of these has the lowest E?
A: C50H100F30N10O25S10